{"formula": "C5H19N2O5", "method": "ωB97M-V/def2-TZVPD", "largest_force_ev_per_a": 2.9, "lumo_ev": 3.388, "de_lowest_kcal_mol": 23.1, "energy_ha": -687.61838, "charge": -1, "elements": ["C", "O", "C", "C", "C", "N", "C", "N", "H", "H", "H", "H", "H", "H", "H", "H", "H", "H", "H", "H", "H", "O", "H", "H", "O", "H", "H", "O", "H", "H", "O"], "positions_angstrom": [[1.4336, 0.8627, 0.9493], [0.3450, 1.3575, 0.1678], [1.1718, -0.4477, 1.6799], [1.4335, -1.7007, 0.8138], [0.0445, -2.1829, 0.2099], [0.9048, -0.3729, -2.2100], [0.5562, -1.7473, -2.1165], [0.2241, -2.5289, -1.1825], [2.2064, 0.8751, 0.1967], [1.5555, 1.6183, 1.7471], [0.2877, -0.4878, 2.3061], [1.7487, -0.5092, 2.6133], [2.0383, -1.4699, -0.0295], [1.9635, -2.4379, 1.3997], [-0.5713, -1.2806, 0.3082], [-0.5039, -2.9149, 0.8176], [1.8879, -0.2446, -2.0881], [0.4057, 0.1782, -1.4988], [0.6793, -2.1886, -3.0991], [-2.0292, 1.0182, -2.0616], [-1.9132, 1.5740, -0.5491], [-1.9608, 1.7700, -1.5032], [1.0617, 3.5996, -0.5855], [0.4126, 2.7175, -1.6620], [0.8097, 3.5608, -1.5169], [-1.9124, 1.7627, 1.8424], [-0.6290, 1.0923, 0.5718], [-1.9221, 1.0988, 1.1964], [-2.8214, -1.4523, 1.2599], [-3.2716, -0.0967, 1.0565], [-3.6354, -1.0230, 0.9663]]}